Entry 1:
{
  "formula": "C32H63F5GaO10Si",
  "method": "wB97M-V/def2-TZVPD",
  "total_charge": -1,
  "energy_ev": -128518.178,
  "mol_weight_g_mol": 800.645,
  "fmax_ha_per_bohr": 0.034,
  "species": ["C", "Si", "C", "C", "C", "C", "F", "F", "Ga", "C", "C", "O", "C", "F", "F", "F", "C", "C", "C", "C", "C", "C", "H", "H", "H", "H", "H", "H", "H", "H", "H", "H", "H", "H", "H", "H", "H", "H", "H", "H", "H", "H", "H", "C", "O", "C", "C", "O", "C", "C", "O", "C", "H", "H", "H", "H", "H", "H", "H", "H", "H", "H", "H", "H", "H", "H", "C", "O", "C", "C", "O", "C", "C", "O", "C", "H", "H", "H", "H", "H", "H", "H", "H", "H", "H", "H", "H", "H", "H", "C", "O", "C", "C", "O", "C", "C", "O", "C", "H", "H", "H", "H", "H", "H", "H", "H", "H", "H", "H", "H", "H", "H"],
  "coordinates": [[-4.770, -3.398, -0.529], [-2.884, -3.248, -0.662], [-2.167, -4.035, 0.921], [-2.258, -1.468, -0.748], [-0.821, -1.254, -0.192], [0.309, -1.627, -1.130], [-0.020, -1.188, -2.419], [0.469, -3.020, -1.213], [2.166, -0.853, -0.580], [3.378, -2.456, -0.069], [2.905, -3.115, 1.225], [1.570, -2.702, 1.581], [2.884, -4.642, 1.153], [2.097, -5.126, 0.183], [2.424, -5.206, 2.311], [4.143, -5.103, 0.988], [-2.167, -4.240, -2.115], [-1.964, -3.562, -3.299], [-1.410, -4.189, -4.398], [-1.056, -5.515, -4.294], [-1.270, -6.193, -3.124], [-1.821, -5.577, -2.021], [-5.295, -2.443, -0.416], [-5.195, -3.988, -1.350], [-5.003, -3.973, 0.379], [-2.071, -3.268, 1.703], [-2.792, -4.845, 1.314], [-1.154, -4.409, 0.729], [-2.391, -1.017, -1.737], [-2.924, -0.884, -0.086], [-0.686, -1.750, 0.772], [-0.719, -0.179, 0.004], [2.043, 0.234, 0.591], [2.815, -0.264, -1.941], [4.441, -2.200, -0.071], [3.195, -3.188, -0.870], [3.556, -2.830, 2.062], [0.961, -3.447, 1.509], [-2.211, -2.507, -3.377], [-1.246, -3.593, -5.291], [-0.602, -6.009, -5.150], [-0.957, -7.235, -3.079], [-1.956, -6.123, -1.091], [2.031, 2.505, -3.653], [3.411, 2.753, -3.467], [4.260, 1.769, -4.033], [5.392, 2.387, -4.832], [5.016, 3.049, -6.037], [4.256, 4.243, -5.955], [4.958, 5.440, -5.339], [5.188, 5.275, -3.951], [6.486, 5.620, -3.524], [1.657, 1.849, -2.864], [1.508, 3.463, -3.597], [1.824, 2.066, -4.634], [3.700, 1.076, -4.666], [4.692, 1.196, -3.205], [6.039, 1.566, -5.152], [6.014, 3.034, -4.212], [3.293, 4.060, -5.476], [4.032, 4.507, -6.993], [4.311, 6.319, -5.460], [5.896, 5.628, -5.875], [7.246, 5.332, -4.257], [6.689, 5.077, -2.601], [6.551, 6.696, -3.323], [-0.971, 3.215, -0.807], [-2.279, 2.904, -0.360], [-2.530, 3.241, 0.992], [-3.848, 3.972, 1.162], [-3.906, 5.283, 0.613], [-3.856, 5.438, -0.798], [-5.044, 4.894, -1.570], [-5.101, 3.479, -1.541], [-6.375, 2.945, -1.262], [-0.288, 2.397, -0.566], [-1.005, 3.337, -1.890], [-0.602, 4.150, -0.374], [-1.719, 3.846, 1.409], [-2.582, 2.302, 1.559], [-3.999, 4.110, 2.237], [-4.688, 3.368, 0.817], [-2.916, 5.056, -1.199], [-3.838, 6.519, -0.963], [-4.940, 5.196, -2.620], [-5.968, 5.334, -1.177], [-6.913, 3.542, -0.519], [-6.235, 1.945, -0.849], [-6.969, 2.867, -2.179], [-0.159, 1.001, 7.980], [-0.300, -0.394, 7.822], [-1.584, -0.809, 7.387], [-1.513, -1.809, 6.247], [-1.042, -1.305, 5.009], [0.320, -0.901, 4.898], [1.350, -2.006, 5.014], [1.419, -2.543, 6.331], [1.439, -3.952, 6.381], [-0.499, 1.311, 8.975], [0.899, 1.245, 7.878], [-0.708, 1.555, 7.212], [-2.196, 0.046, 7.083], [-2.075, -1.295, 8.241], [-2.539, -2.133, 6.047], [-0.966, -2.708, 6.536], [0.539, -0.081, 5.584], [0.413, -0.487, 3.892], [2.336, -1.587, 4.781], [1.130, -2.786, 4.279], [0.788, -4.396, 5.621], [1.066, -4.257, 7.361], [2.460, -4.328, 6.260]],
  "forces_ev_per_a": [[-0.14, -0.29, 0.22], [0.80, -0.36, 0.33], [0.03, 0.32, -0.06], [-0.42, -0.10, 0.63], [-0.65, 0.15, -0.76], [1.36, 0.75, 0.81], [-0.27, -0.35, 0.03], [-0.74, -0.02, -0.23], [0.35, -0.18, -0.25], [-0.74, -0.48, -0.07], [-0.27, 0.21, -0.22], [0.05, -0.04, 0.28], [0.61, 0.51, 0.59], [0.22, -0.03, -0.03], [0.06, 0.05, -0.13], [-0.29, -0.25, -0.21], [-0.90, 0.69, 1.03], [-0.04, 0.34, -0.48], [-0.09, 0.63, -0.08], [0.28, 0.12, -1.11], [0.36, -1.31, 0.34], [-0.02, 0.04, 0.06], [0.10, -0.10, -0.27], [0.02, 0.34, -0.03], [0.12, 0.12, -0.11], [-0.14, -0.18, -0.06], [0.14, 0.05, -0.08], [-0.18, -0.03, -0.02], [0.21, -0.08, 0.11], [0.01, -0.17, -0.15], [0.11, 0.01, -0.17], [0.15, -0.17, -0.02], [-0.08, 0.06, 0.02], [-0.02, 0.08, 0.07], [-0.13, -0.10, 0.20], [0.19, 0.33, -0.09], [-0.09, -0.24, -0.04], [0.01, 0.10, -0.15], [0.04, -0.09, 0.05], [0.08, -0.30, -0.03], [-0.03, -0.06, 0.17], [-0.11, 0.10, 0.12], [0.02, 0.02, -0.11], [-0.02, 0.08, 0.31], [-0.09, 0.11, -0.49], [0.13, 0.14, 0.32], [0.10, -0.06, 0.05], [0.09, 0.08, -0.06], [-0.19, -0.10, -0.05], [-0.15, 0.04, 0.20], [0.26, -0.20, -0.14], [-0.19, 0.00, 0.11], [-0.09, -0.14, -0.13], [0.07, 0.02, 0.05], [0.02, -0.07, 0.02], [-0.05, 0.02, 0.00], [0.05, -0.18, -0.16], [-0.08, -0.01, -0.09], [-0.18, 0.10, 0.12], [0.08, 0.07, 0.24], [0.10, -0.01, -0.01], [0.01, 0.00, -0.24], [0.03, -0.05, 0.04], [0.00, 0.06, -0.03], [-0.07, 0.05, 0.03], [0.16, 0.02, -0.05], [-0.05, -0.27, -0.06], [0.02, 0.49, -0.02], [-0.11, -0.32, -0.16], [-0.11, -0.05, 0.13], [-0.07, 0.04, 0.00], [0.20, 0.07, -0.04], [0.10, -0.19, -0.15], [-0.11, 0.09, 0.35], [0.16, -0.09, -0.12], [0.18, 0.09, 0.01], [-0.04, -0.11, 0.00], [0.00, -0.03, 0.06], [0.02, 0.04, -0.06], [-0.01, 0.12, 0.21], [0.07, 0.09, -0.01], [0.12, -0.10, -0.20], [-0.09, -0.23, -0.05], [-0.08, 0.00, 0.07], [-0.01, 0.24, 0.04], [0.01, -0.05, 0.05], [-0.02, 0.04, -0.05], [0.03, -0.02, -0.09], [-0.14, 0.03, 0.07], [0.09, -0.17, 0.12], [-0.06, 0.22, -0.29], [0.16, -0.21, 0.19], [-0.01, -0.17, -0.12], [-0.06, 0.03, 0.03], [0.08, 0.21, -0.09], [0.10, 0.00, 0.16], [-0.35, -0.13, -0.05], [0.08, 0.16, 0.13], [-0.05, 0.14, -0.05], [0.00, -0.05, 0.07], [-0.04, 0.00, 0.02], [0.07, 0.05, -0.04], [-0.20, -0.02, -0.12], [-0.01, 0.09, -0.03], [0.17, 0.12, 0.17], [0.05, -0.13, 0.18], [-0.05, -0.13, -0.04], [-0.07, 0.06, -0.25], [0.01, 0.01, 0.01], [0.07, -0.01, -0.05], [0.08, 0.04, 0.03], [-0.05, -0.14, -0.10]]
}



Entry 2:
{
  "formula": "C3H9INO",
  "method": "wB97M-V/def2-TZVPD",
  "total_charge": 1,
  "energy_ev": -14885.070,
  "mol_weight_g_mol": 202.015,
  "fmax_ha_per_bohr": 0.051,
  "species": ["C", "C", "C", "N", "O", "I", "H", "H", "H", "H", "H", "H", "H", "H", "H"],
  "coordinates": [[0.867, -1.623, -1.343], [-0.538, 0.140, 0.998], [-0.261, -0.572, -1.373], [-1.067, 1.471, 0.688], [-1.491, -0.970, -1.605], [0.374, 1.320, -2.371], [1.499, -1.389, -0.555], [1.464, -1.418, -2.227], [0.558, -2.647, -1.290], [-1.304, -0.664, 1.384], [0.374, 0.350, 1.667], [-0.662, 1.826, -0.233], [-0.939, 2.147, 1.508], [-2.022, 1.410, 0.455], [-1.492, -1.930, -1.705]],
  "forces_ev_per_a": [[-1.00, 1.70, -1.62], [1.05, -1.71, -0.51], [1.04, 0.14, 2.27], [0.80, 1.08, 0.76], [0.08, 0.49, -0.45], [-0.65, -1.05, 0.68], [1.11, 0.28, 1.66], [0.02, -0.53, -0.29], [-0.48, -0.47, 0.00], [1.47, 2.06, -0.73], [-1.34, -1.03, -1.19], [0.24, 0.09, 1.12], [-0.28, -0.79, -1.69], [-1.81, 0.04, 0.01], [-0.25, -0.31, -0.02]]
}



Entry 3:
{
  "formula": "C9H12BrN2O6S",
  "method": "wB97M-V/def2-TZVPD",
  "total_charge": -1,
  "energy_ev": -105668.172,
  "mol_weight_g_mol": 356.174,
  "fmax_ha_per_bohr": 0.040,
  "species": ["O", "C", "Br", "C", "O", "C", "O", "O", "C", "C", "S", "C", "N", "N", "C", "O", "H", "H", "H", "H", "H", "H", "H", "C", "C", "O", "H", "H", "H", "H", "H"],
  "coordinates": [[0.138, -0.398, 1.703], [1.084, -0.228, 0.995], [2.839, -0.537, 1.693], [0.896, 0.181, -0.454], [1.796, 1.180, -0.953], [1.758, 2.357, -0.272], [2.565, 2.656, 0.557], [0.753, 3.217, -0.649], [-0.373, 3.122, 0.247], [-1.646, 2.909, -0.550], [-3.074, 3.126, 0.553], [-4.116, 1.749, 0.296], [-5.071, 1.546, 1.084], [-5.692, 0.390, 0.644], [-5.051, 0.010, -0.362], [-4.031, 0.825, -0.680], [1.011, -0.701, -1.080], [-0.125, 0.539, -0.580], [-0.202, 2.335, 0.979], [-0.430, 4.053, 0.812], [-1.695, 3.710, -1.285], [-1.632, 1.960, -1.078], [-5.332, -0.888, -0.876], [3.761, -4.321, 0.387], [2.618, -3.936, -0.584], [1.928, -2.883, -0.110], [3.367, -4.598, 1.368], [4.328, -5.186, 0.000], [4.466, -3.495, 0.514], [2.041, -4.889, -0.740], [3.121, -3.804, -1.580]],
  "forces_ev_per_a": [[0.00, 0.22, -0.21], [-0.16, -0.57, 0.53], [-0.05, 0.28, -0.27], [0.04, 0.09, -0.58], [0.07, 0.35, 0.31], [0.80, 0.07, 0.45], [-0.42, 0.04, -0.53], [-0.31, -0.74, -0.08], [0.17, 0.17, 0.36], [0.17, 0.34, -0.20], [0.12, -0.09, -0.26], [1.45, 0.78, -0.48], [-1.44, -0.04, 1.50], [-1.20, 0.39, 1.47], [-0.28, -0.98, -0.72], [0.97, -0.04, -0.81], [0.36, -0.30, 0.19], [-0.14, -0.06, 0.26], [-0.16, -0.16, 0.02], [-0.03, 0.11, -0.02], [-0.06, -0.08, -0.19], [-0.23, -0.12, 0.11], [0.62, 0.00, -0.63], [0.28, -0.51, -0.30], [0.46, -0.04, 0.57], [-0.50, 0.27, -0.57], [-0.10, 0.12, 0.00], [0.00, 0.05, 0.05], [-0.11, 0.10, 0.01], [-0.23, 0.10, 0.08], [-0.08, 0.25, -0.04]]
}



Entry 4:
{
  "formula": "C11H10NOP",
  "method": "wB97M-V/def2-TZVPD",
  "energy_ev": -24390.251,
  "mol_weight_g_mol": 203.181,
  "fmax_ha_per_bohr": 0.141,
  "spin_multiplicity": 3,
  "species": ["C", "C", "C", "C", "C", "C", "C", "C", "C", "C", "C", "N", "O", "P", "H", "H", "H", "H", "H", "H", "H", "H", "H", "H"],
  "coordinates": [[1.195, 0.862, 3.526], [2.500, 0.672, 3.180], [0.230, 0.616, 2.565], [2.905, -0.008, 2.007], [0.576, -0.051, 1.400], [-0.213, -0.344, 0.172], [1.941, -0.401, 1.108], [0.792, -0.943, -0.705], [-1.429, 0.134, -0.117], [-1.999, -0.114, -1.400], [-2.874, 0.057, -3.840], [0.600, -1.474, -1.857], [2.041, -0.941, -0.131], [-2.146, 1.158, -2.525], [0.828, 1.235, 4.475], [3.405, 1.090, 3.679], [-0.882, 0.637, 2.785], [3.865, 0.093, 1.600], [-1.911, 0.941, 0.528], [-2.095, -1.071, -1.785], [-2.320, -1.019, -3.702], [-2.536, 0.434, -4.861], [-3.908, 0.042, -3.738], [1.436, -1.605, -2.364]],
  "forces_ev_per_a": [[-1.55, 0.50, 0.16], [3.21, -0.34, -0.69], [-1.98, -1.48, 0.57], [-1.45, 0.72, -0.63], [-0.17, -0.52, -2.54], [5.98, -1.86, 3.63], [-2.20, 0.94, 1.02], [-1.31, -0.69, -1.01], [-5.27, 1.87, -2.29], [0.56, 1.54, 3.50], [4.42, -1.18, -1.21], [-1.37, 1.22, 0.84], [0.90, 0.22, 0.57], [-1.06, 0.51, -0.95], [0.56, 0.24, 0.00], [-1.27, -0.33, 0.38], [1.51, 0.56, -0.13], [1.67, -0.32, 0.18], [1.16, -0.64, -1.07], [0.72, -1.90, -0.55], [-1.76, 2.48, -0.49], [-0.79, -0.45, 1.18], [-1.89, -0.40, -0.05], [1.36, -0.70, -0.43]]
}